Record 1
This record from OMol25 describes C29H21Cl3N2O2PS3Tc as an isolated structure. The level of theory is ωB97M-V with the def2-TZVPD basis set.

Calculated values
Energy relative to the best compared isomer or geometry (same formula, charge and spin): 19.7 kJ/mol
LUMO energy (alpha / beta): 2.46 / 2.15 eV
HOMO level (alpha / beta): -4.1509 / -4.7011 eV
Frontier orbital gap (alpha / beta): 0.2430 / 0.2517 Ha

```
! wB97M-V def2-TZVPD RIJCOSX def2/J DEFGRID3
* xyz -1 4
Tc 0.8571 -0.3365 1.3749
Cl -2.7763 0.9472 2.4454
C -3.2792 -0.6581 2.0059
C -4.2990 -1.2315 2.7506
C -4.7818 -2.4821 2.4045
C -4.2525 -3.1484 1.3086
C -3.2347 -2.5657 0.5720
C -2.7233 -1.3118 0.9082
P -1.2909 -0.6154 0.0299
C -1.9383 0.8571 -0.8437
C -3.1951 1.3968 -0.5941
C -3.6291 2.5215 -1.2848
C -2.8145 3.1140 -2.2370
C -1.5706 2.5613 -2.5139
C -1.1387 1.4387 -1.8275
C -1.0590 -1.7125 -1.4196
C -1.8692 -1.5453 -2.5458
C -1.7348 -2.3782 -3.6445
C -0.7888 -3.3949 -3.6331
C 0.0156 -3.5713 -2.5196
C -0.1168 -2.7339 -1.4194
H -4.6965 -0.6880 3.5963
H -5.5697 -2.9320 2.9944
H -4.6193 -4.1278 1.0313
H -2.8114 -3.1023 -0.2662
H -3.8582 0.9414 0.1298
H -4.6087 2.9313 -1.0718
H -3.1502 3.9973 -2.7665
H -0.9272 3.0034 -3.2643
H -0.1787 1.0040 -2.0661
H -2.6087 -0.7546 -2.5666
H -2.3670 -2.2291 -4.5110
H -0.6770 -4.0424 -4.4943
H 0.7633 -4.3541 -2.5013
H 0.5235 -2.8820 -0.5661
S -0.0690 -3.4826 4.6238
C 0.2500 -2.3173 3.5098
S 1.0564 -2.6253 1.9809
S -0.1151 -0.6400 3.6153
Cl 1.3817 3.4105 0.5113
C 2.3732 2.6450 -0.6888
C 3.2148 3.4302 -1.4550
C 4.0133 2.8519 -2.4306
C 3.9450 1.4790 -2.6388
C 3.1005 0.7043 -1.8725
Cl 2.9979 -0.9977 -2.1965
C 2.2892 1.2396 -0.8417
N 1.4678 0.4662 -0.1217
H 3.2367 4.4971 -1.2755
H 4.6776 3.4629 -3.0267
H 4.5453 1.0000 -3.4007
O 4.1461 -0.7500 1.2673
C 3.8189 0.1107 2.0579
C 4.7944 1.0122 2.8087
C 3.8998 1.9191 3.6411
C 2.4838 1.4908 3.2718
O 1.4751 2.0344 3.6738
N 2.5279 0.4254 2.4084
H 5.3931 1.5474 2.0710
H 5.4716 0.3854 3.3883
H 4.0023 2.9788 3.4069
H 4.0275 1.8057 4.7178
*
```

Record 2
This record from OMol25 describes one molecule with the formula C2H6N2O. The level of theory is ωB97M-V with the def2-TZVPD basis set.

Calculated values
Energy relative to the best compared isomer or geometry (same formula, charge and spin): 496.9 kJ/mol
LUMO energy (alpha / beta): 0.68 / 0.68 eV
HOMO level (alpha / beta): -7.9899 / -7.9883 eV
Frontier orbital gap (alpha / beta): 0.3187 / 0.3186 Ha

```
! wB97M-V def2-TZVPD RIJCOSX def2/J DEFGRID3
* xyz 0 1
C -0.1808 -0.5001 -0.4906
C -0.0718 -1.5139 0.5898
O -0.6697 1.6005 -1.2225
N 0.2964 0.6938 -0.3096
N 0.9218 1.1633 0.6648
H -0.2751 2.4786 -1.3358
H -0.6313 -0.7198 -1.4387
H 0.7336 2.1404 0.8892
H -0.8905 -1.3720 1.2976
H 0.8467 -1.4483 1.1760
H -0.0792 -2.5224 0.1796
*
```

Record 3
This record from OMol25 describes a 2-piece molecular cluster, C3H6O3 overall. The level of theory is ωB97M-V with the def2-TZVPD basis set.

Calculated values
Structure (SMILES): C=CO.O=CO
Energy relative to the best compared isomer or geometry (same formula, charge and spin): 380.9 kJ/mol
LUMO energy: 0.59 eV
HOMO level: -8.5306 eV
Frontier orbital gap: 0.3353 Ha

```
! wB97M-V def2-TZVPD RIJCOSX def2/J DEFGRID3
* xyz 0 1
C -0.1475 -1.3350 -2.9018
C -0.4293 -0.6901 -1.7913
O 0.0809 -0.6069 -0.4650
H -0.2801 -0.9414 -3.8613
H -0.1840 -2.4750 -3.0187
H -1.3970 -0.2070 -1.8570
H 0.9804 -1.1253 -0.3596
O 0.7256 2.5708 2.1910
C 0.6258 1.7101 3.0115
O -0.2082 0.6002 2.9050
H 1.0881 1.9771 3.9981
H -0.8546 0.5226 2.1491
*
```

Record 4
This record from OMol25 describes C33H38F6N4O2PdSb as an isolated structure. The level of theory is ωB97M-V with the def2-TZVPD basis set.

Calculated values
LUMO energy (alpha / beta): -2.88 / -4.74 eV
HOMO level (alpha / beta): -9.8791 / -9.8813 eV
Frontier orbital gap (alpha / beta): 0.2571 / 0.1890 Ha

```
! wB97M-V def2-TZVPD RIJCOSX def2/J DEFGRID3
* xyz 1 3
Pd -0.1454 1.9918 1.6423
C -3.5378 -8.3146 -7.2519
O -3.1608 -7.0037 -7.6214
C -2.8508 -6.1095 -6.6674
C -2.8679 -6.3683 -5.2938
C -2.5417 -5.3716 -4.4029
C -2.1852 -4.0906 -4.8380
C -2.1694 -3.8356 -6.2151
C -2.4959 -4.8257 -7.1095
C -1.8476 -3.1075 -3.8381
N -1.9097 -3.3458 -2.5424
C -1.5166 -2.2098 -1.9257
C -1.1968 -1.2313 -2.8775
N -1.4174 -1.8270 -4.0861
C -0.7508 0.0611 -2.5159
C -0.4744 1.1047 -3.4143
C -0.0356 2.3162 -2.9358
C 0.1606 2.4676 -1.5590
N -0.0938 1.4954 -0.7089
C -0.5797 0.3221 -1.1273
C -0.9548 -0.6635 -0.1295
N -0.8745 -0.3314 1.1758
C -1.2887 -1.2001 2.0808
C -1.7797 -2.4689 1.7688
C -1.8404 -2.8468 0.4493
C -1.4366 -1.9331 -0.5322
H -3.7359 -8.8352 -8.1873
H -4.4433 -8.3145 -6.6372
H -2.7327 -8.8274 -6.7167
H -3.1418 -7.3413 -4.9180
H -2.5527 -5.5654 -3.3427
H -1.9045 -2.8600 -6.5945
H -2.4935 -4.6324 -8.1705
H -1.2755 -1.4110 -4.9911
H -0.6185 0.9478 -4.4728
H 0.1663 3.1348 -3.6066
H 0.5198 3.4019 -1.1374
H -1.2362 -0.8874 3.1163
H -2.1023 -3.1258 2.5605
H -2.2032 -3.8137 0.1401
C 5.2623 2.9696 2.6948
C 3.9051 3.6152 2.5130
C 3.5576 4.5614 3.6484
Sb 2.2734 2.1048 2.3392
C 1.9805 1.3569 4.4240
C 3.1876 0.7309 5.0988
C 0.7976 0.4012 4.3758
C 3.0117 0.4532 1.0331
C 4.0131 -0.4791 1.6832
C 3.5404 1.0840 -0.2463
H 6.0175 3.7493 2.7831
H 5.5263 2.3479 1.8436
H 5.3001 2.3659 3.5971
H 3.8758 4.1565 1.5646
H 3.5784 4.0467 4.6081
H 2.5728 5.0073 3.5034
H 4.2881 5.3686 3.6893
H 1.6929 2.2615 4.9706
H 3.5330 -0.1558 4.5733
H 2.9103 0.4267 6.1075
H 4.0117 1.4364 5.1823
H 1.0915 -0.5458 3.9201
H -0.0327 0.8306 3.7855
H 0.4276 0.2050 5.3823
H 2.0951 -0.1034 0.7950
H 4.8715 0.0587 2.0776
H 4.3761 -1.1895 0.9412
H 3.5476 -1.0479 2.4846
H 4.4529 1.6497 -0.0607
H 2.7937 1.7524 -0.6830
H 3.7701 0.3055 -0.9746
C -3.2996 2.7953 2.9439
C -2.3395 3.7503 2.2115
O -1.7622 3.2087 1.1217
C -1.2037 4.1956 3.1828
F -0.7539 3.1153 3.8956
F -0.1122 4.5981 2.4941
F -1.4846 5.1230 4.0778
C -3.1083 5.0205 1.7525
F -3.5943 5.7364 2.7721
F -2.3182 5.8261 1.0431
F -4.1448 4.6899 0.9855
H -2.7430 1.8978 3.2311
H -4.0846 2.5065 2.2461
H -3.7352 3.2672 3.8209
*
```

Record 5
This record from OMol25 describes one molecule with the formula C3H4N2O2. The level of theory is ωB97M-V with the def2-TZVPD basis set.

Calculated values
Structure (SMILES): [O-][n+]1cccn1O
Energy relative to the best compared isomer or geometry (same formula, charge and spin): 658.2 kJ/mol
LUMO energy: 0.62 eV
HOMO level: -8.2534 eV
Frontier orbital gap: 0.3262 Ha

```
! wB97M-V def2-TZVPD RIJCOSX def2/J DEFGRID3
* xyz 0 1
O 2.1402 0.7558 0.0038
N 0.9378 0.6504 -0.0452
C -0.1798 1.3376 -0.0475
C -1.3820 0.5884 -0.0737
C -0.9466 -0.6755 0.0175
N 0.3491 -0.8556 0.2887
O 1.0559 -1.9474 -0.2167
H -0.1380 2.3656 0.0098
H -2.3630 1.0072 0.0769
H -1.4263 -1.5940 0.0435
H 1.9528 -1.6325 -0.0571
*
```

Record 6
This record from OMol25 describes an isolated ion of composition H3NOP and charge -1. The level of theory is ωB97M-V with the def2-TZVPD basis set.

Calculated values
Structure (SMILES): [NH-]OP
Energy relative to the best compared isomer or geometry (same formula, charge and spin): 479.6 kJ/mol
LUMO energy: 4.75 eV
HOMO level: -1.4436 eV
Frontier orbital gap: 0.2278 Ha

```
! wB97M-V def2-TZVPD RIJCOSX def2/J DEFGRID3
* xyz -1 1
N -0.2086 0.8552 1.7722
O -0.7732 -0.0283 0.7127
P -0.4713 -0.7136 -0.8127
H 0.5556 1.4705 1.3894
H 1.0587 -1.1966 -1.1831
H -0.0129 0.5169 -1.2272
*
```

Record 7
This record from OMol25 describes a 2-piece molecular cluster, C5H10O overall. The level of theory is ωB97M-V with the def2-TZVPD basis set.

Calculated values
Structure (SMILES): C=CC.CC=O
Energy relative to the best compared isomer or geometry (same formula, charge and spin): 171.8 kJ/mol
LUMO energy: 1.01 eV
HOMO level: -9.6223 eV
Frontier orbital gap: 0.3909 Ha

```
! wB97M-V def2-TZVPD RIJCOSX def2/J DEFGRID3
* xyz 0 1
C 1.7529 0.5372 -0.4547
C 1.3198 -0.4164 0.3540
C 1.3585 -0.4663 1.8460
H 1.7943 0.3801 -1.5140
H 2.2756 1.3924 -0.0224
H 0.6807 -1.1735 -0.1053
H 1.5928 -1.4916 2.1272
H 0.3466 -0.2977 2.3448
H 2.0128 0.3029 2.2679
C -1.3717 0.8952 -1.5589
C -1.3850 0.2172 -0.2170
O -1.7330 -0.9163 0.0053
H -0.4509 0.4948 -2.0387
H -2.3077 0.5528 -1.9960
H -1.1771 1.9962 -1.5136
H -1.0881 0.8143 0.6668
*
```

Record 8
This record from OMol25 describes one molecule with the formula C4H7NO3. The level of theory is ωB97M-V with the def2-TZVPD basis set.

Calculated values
Structure (SMILES): C=CCOC(=O)NO
Energy relative to the best compared isomer or geometry (same formula, charge and spin): 473.3 kJ/mol
LUMO energy: 0.64 eV
HOMO level: -9.7493 eV
Frontier orbital gap: 0.3817 Ha

```
! wB97M-V def2-TZVPD RIJCOSX def2/J DEFGRID3
* xyz 0 1
C 1.0866 0.5335 2.3784
C 0.5921 -0.3557 1.4379
C -0.7629 -0.2947 0.9221
O -0.6787 0.1601 -0.3518
C -0.2473 -0.6311 -1.3563
O -0.0617 -1.8526 -1.1394
N -0.3021 -0.1109 -2.6204
O -0.2837 1.2965 -2.5535
H 2.0625 0.3714 2.9299
H 0.4108 1.3289 2.8177
H 1.1485 -1.0432 0.7697
H -1.2791 0.4953 1.6317
H -1.1760 -1.2265 0.9530
H 0.7396 -0.2523 -3.0582
H -1.2485 1.5814 -2.7609
*
```

Record 9
This record from OMol25 describes C30H25Cl5N5O5RuS as an isolated structure. The level of theory is ωB97M-V with the def2-TZVPD basis set.

Calculated values
Energy relative to the best compared isomer or geometry (same formula, charge and spin): 189.1 kJ/mol
LUMO energy (alpha / beta): 3.11 / 3.11 eV
HOMO level (alpha / beta): -0.1513 / -0.0930 eV
Frontier orbital gap (alpha / beta): 0.1199 / 0.1178 Ha

```
! wB97M-V def2-TZVPD RIJCOSX def2/J DEFGRID3
* xyz -2 2
Ru -0.7167 -0.0464 0.0000
N 1.5735 -0.3714 -0.4977
C 2.1935 -1.3625 0.4007
C 1.1522 -2.1911 1.1083
O 1.4378 -3.3279 1.5271
N -0.0022 -1.5430 1.2295
C -1.1549 -2.2722 1.7486
C -2.0948 -2.5804 0.5799
O -2.9317 -3.4948 0.6672
O -1.9235 -1.7978 -0.4494
H 1.7452 -0.5809 -1.4628
H 1.8664 0.5708 -0.2591
H 2.7356 -0.8462 1.1881
H 2.8695 -2.0341 -0.1295
H -1.7119 -1.6454 2.4456
H -0.8836 -3.1929 2.2466
Cl 2.7959 0.9425 4.7909
C 1.4133 1.7150 4.0317
C 0.5812 2.5184 4.8292
C -0.4512 3.1801 4.2320
Cl -1.4085 4.2949 5.2308
C -0.7450 3.0124 2.8572
C -1.8014 3.7572 2.1571
C -2.0529 3.5762 0.8584
C -1.3477 2.5133 0.0664
N -0.2551 1.8342 0.7683
C 0.0255 2.1143 2.0954
C 1.2687 1.5517 2.6327
O 2.1402 1.0005 1.8668
H 0.7731 2.6432 5.8896
H -2.3404 4.5166 2.7182
H -2.8067 4.1692 0.3298
H -0.9141 2.9718 -0.8519
Cl 0.2570 6.3059 -0.6520
C 0.0749 5.4193 -2.1179
C 1.1481 4.7698 -2.6626
C 0.9705 4.0342 -3.8230
C -0.2608 3.9075 -4.4516
C -0.4765 3.0268 -5.6729
C -1.4038 1.8261 -5.4226
N -1.0474 0.8931 -4.3522
C -1.1164 -0.4920 -4.4429
C -0.8268 -0.9652 -3.1941
N -0.5799 0.0953 -2.3562
C -0.7434 1.1813 -3.0564
O 0.7033 2.7238 -6.4163
C 1.4259 1.4860 -6.2967
C 2.6230 1.4990 -5.3929
C 3.7886 2.0953 -5.7156
Cl 4.1383 2.9306 -7.1754
S 4.9777 1.9164 -4.4983
C 3.9108 1.0008 -3.5198
C 2.7101 0.8568 -4.1121
C -1.2991 4.6408 -3.9099
Cl -2.8626 4.7035 -4.6877
C -1.1550 5.3810 -2.7473
H 2.1166 4.8217 -2.1792
H 1.8211 3.5229 -4.2455
H -1.0458 3.6293 -6.3722
H -1.4670 1.2635 -6.3501
H -2.3898 2.2293 -5.2159
H -1.3624 -0.9946 -5.3691
H -0.8188 -1.9817 -2.8189
H -0.6517 2.1831 -2.6666
H 1.7704 1.2996 -7.3074
H 0.7764 0.6639 -6.0114
H 4.2371 0.6461 -2.5463
H 1.8809 0.3371 -3.6407
H -1.9986 5.9182 -2.3361
C -2.2580 1.3306 -0.3450
H -2.7280 1.4427 -1.3299
H -3.0313 1.1764 0.4041
*
```

Record 10
This record from OMol25 describes a 3-piece molecular cluster, C21H29ClF6NO6 overall. The level of theory is ωB97M-V with the def2-TZVPD basis set.

Calculated values
LUMO energy (alpha / beta): 0.51 / -0.21 eV
HOMO level (alpha / beta): -8.9900 / -9.7452 eV
Frontier orbital gap (alpha / beta): 0.3490 / 0.3503 Ha

```
! wB97M-V def2-TZVPD RIJCOSX def2/J DEFGRID3
* xyz 0 2
C -0.6580 1.8237 2.5654
C 0.2339 1.1206 2.9629
C 1.4728 0.1786 3.1174
C 2.7649 0.8152 2.4537
C 3.2515 2.1398 3.1547
O 4.2719 2.0785 3.7736
Cl 2.3499 3.7042 3.0105
C 1.6774 -0.1034 4.6775
C 2.5964 -1.3600 4.9756
C 1.8032 -2.3316 5.9355
C 3.8388 -0.8093 5.8377
N 3.1907 -1.9954 3.7770
O 3.8683 -3.0682 4.0775
C 2.1927 -2.3453 2.7270
C 1.4928 -3.7535 2.9188
C 3.0306 -2.4772 1.3550
C 1.0875 -1.2417 2.4607
H -1.4167 2.5892 2.2984
H 2.4894 1.0831 1.3908
H 3.6172 0.0812 2.3652
H 0.6479 -0.3566 5.0757
H 1.9955 0.8357 5.2009
H 2.4281 -3.2329 6.1799
H 0.7613 -2.5812 5.5955
H 1.6768 -1.7725 6.9137
H 3.5730 0.1103 6.4167
H 4.5979 -0.4765 5.0627
H 4.3430 -1.6121 6.4327
H 2.2015 -4.6197 2.8547
H 0.8539 -3.8303 3.8351
H 0.7869 -3.8667 2.0378
H 4.1062 -2.7523 1.5475
H 2.5385 -3.2975 0.7567
H 3.0595 -1.4992 0.7960
H 0.0720 -1.5403 2.8573
H 1.0429 -1.0385 1.3533
C -4.9091 1.7330 -1.8073
C -4.3099 0.6120 -2.6319
O -2.9402 0.3827 -2.2580
C -2.7471 -0.3823 -1.1757
O -3.6225 -0.8707 -0.5192
C -1.2509 -0.5778 -0.9281
F -0.5542 0.5674 -1.0497
F -0.7101 -1.4497 -1.8032
F -0.9928 -1.0539 0.2985
H -4.2969 2.6343 -1.8846
H -5.9206 1.9614 -2.1454
H -4.9499 1.4647 -0.7499
H -4.3042 0.8953 -3.6838
H -4.8951 -0.3061 -2.5489
C -0.5550 1.0634 -8.1622
C -1.8009 1.6239 -8.8173
O -2.8417 1.8234 -7.8459
C -2.7711 2.9566 -7.1348
O -1.9166 3.7869 -7.2560
C -3.9622 3.0555 -6.1808
F -4.2067 1.8947 -5.5379
F -5.0962 3.3815 -6.8295
F -3.7874 3.9862 -5.2326
H -0.7905 0.1518 -7.6089
H 0.2050 0.8370 -8.9110
H -0.1349 1.7719 -7.4462
H -2.1874 0.9089 -9.5446
H -1.5909 2.5497 -9.3564
*
```

Record 11
This record from OMol25 describes C2H5N3O2S as an isolated structure. The level of theory is ωB97M-V with the def2-TZVPD basis set.

Calculated values
Energy relative to the best compared isomer or geometry (same formula, charge and spin): 299.5 kJ/mol
LUMO energy (alpha / beta): -0.28 / -0.28 eV
HOMO level (alpha / beta): -9.6212 / -9.6227 eV
Frontier orbital gap (alpha / beta): 0.3433 / 0.3434 Ha

```
! wB97M-V def2-TZVPD RIJCOSX def2/J DEFGRID3
* xyz 0 1
C 0.6302 0.8157 0.0533
C -0.3904 -1.1257 -0.4680
N -0.3688 1.5313 -0.1177
N 0.6360 -0.6614 0.3025
N 1.9222 1.1372 -0.0179
O -2.1727 -0.2586 1.4411
O -3.0851 -0.0220 -0.8916
S -1.9657 -0.0516 0.0439
H -0.1276 -0.8980 -1.5234
H -0.5610 -2.2435 -0.2844
H 0.6475 -0.7875 1.2866
H 2.1451 2.1446 0.0004
H 2.6902 0.4196 0.1750
*
```